Formula: CH3IO
Source: the OMol25 dataset
Level of theory: the ωB97M-V functional and the def2-TZVPD basis

As for the maximum force: 2.62 eV/A. As for the SMILES: C=O.I. The LUMO energy is 0.64 eV. Its energy above the lowest of the compared OMol25 structures with the same formula, charge and spin is 0.622 eV.

The geometry in ORCA input format:
```
! wB97M-V def2-TZVPD RIJCOSX def2/J DEFGRID3
* xyz 0 1
C -1.13 0.12 0.27
O -0.72 0.08 -0.85
I 2.44 -0.64 0.04
H 1.72 0.05 -1.09
H -0.63 -0.58 1.01
H -1.68 0.97 0.61
*
```

Formula: C6H14O
Source: the OMol25 dataset
Level of theory: the ωB97M-V functional and the def2-TZVPD basis

As for the maximum force: 0.24 eV/A. The LUMO energy (spin up / spin down) is 0.77 / 0.76 eV. Its energy above the lowest of the compared OMol25 structures with the same formula, charge and spin is 4.398 eV.

The geometry in ORCA input format:
```
! wB97M-V def2-TZVPD RIJCOSX def2/J DEFGRID3
* xyz 0 1
C -1.66 0.37 2.36
O -0.84 0.56 1.35
C -0.32 -0.38 0.62
C 0.56 0.00 -0.53
C 0.54 -1.15 -1.54
C 0.05 1.29 -1.20
C 2.00 0.21 -0.04
H -2.72 -0.65 1.00
H -1.97 1.29 2.84
H -1.56 -0.55 2.93
H -2.33 -0.93 0.37
H -0.24 -1.37 1.08
H 0.85 -2.09 -1.08
H 1.22 -0.95 -2.38
H -0.47 -1.30 -1.95
H 0.07 2.13 -0.50
H -0.98 1.16 -1.55
H 0.68 1.55 -2.05
H 2.05 1.02 0.70
H 2.67 0.48 -0.87
H 2.39 -0.70 0.43
*
```

Formula: C4H39N2O14
Source: the OMol25 dataset
Level of theory: the ωB97M-V functional and the def2-TZVPD basis

As for the maximum force: 3.28 eV/A. The LUMO energy is -2.56 eV. Its energy above the lowest of the compared OMol25 structures with the same formula, charge and spin is 4.334 eV.

The geometry in ORCA input format:
```
! wB97M-V def2-TZVPD RIJCOSX def2/J DEFGRID3
* xyz 1 1
N -1.12 -0.35 -1.59
C -2.06 0.52 -2.40
C -1.55 2.04 -2.31
N -0.50 2.09 -3.35
C 0.85 2.44 -2.80
C 1.65 1.20 -2.41
O 1.41 0.98 -1.03
H -0.48 0.37 -1.20
H -0.69 -1.10 -2.14
H -1.72 -0.83 -0.94
H -2.04 0.45 -3.47
H -3.08 0.34 -1.92
H -2.29 2.88 -2.34
H -1.18 2.18 -1.28
H -0.67 2.74 -4.12
H 1.37 2.98 -3.62
H 0.93 3.22 -2.00
H 2.67 1.17 -2.73
H 1.19 0.32 -2.93
H 2.06 0.51 -0.50
H 0.28 2.68 2.02
H 0.69 2.00 3.42
O 0.63 1.90 2.46
H -2.73 1.56 3.48
H -1.10 1.37 3.19
O -1.88 1.21 3.73
H 0.83 -2.99 -4.02
H 0.63 -3.09 -2.56
O 0.40 -2.49 -3.31
H -0.36 -2.11 4.14
H 0.72 -1.60 5.05
O 0.59 -2.18 4.29
H 2.92 -2.90 2.00
H 4.08 -2.79 1.22
O 3.41 -3.48 1.39
H -4.13 1.04 0.08
H -4.99 1.37 1.20
O -4.51 1.83 0.50
H -0.26 -4.24 -0.97
H 1.20 -4.03 -0.11
O 0.53 -3.77 -0.75
H 5.16 -0.11 1.94
H 4.92 0.82 0.89
O 4.57 -0.04 1.17
H 1.36 -1.14 2.09
H 2.10 0.11 2.27
O 2.08 -0.63 1.66
H 3.57 -0.81 -0.71
H 4.73 -0.95 -1.52
O 4.20 -0.23 -1.16
H -2.09 4.09 1.63
H -2.71 3.14 0.61
O -1.88 3.34 1.05
H -2.49 -0.57 3.22
H -3.15 -1.92 3.38
O -2.60 -1.42 2.76
H -3.79 -2.34 0.24
H -2.45 -2.66 -0.32
O -3.23 -2.15 -0.54
*
```

Formula: C5H9N2
Source: the OMol25 dataset
Level of theory: the ωB97M-V functional and the def2-TZVPD basis

As for the maximum force: 5.25 eV/A. As for the SMILES: C[C@H]1CC=NC=[NH+]1. The LUMO energy is -5.78 eV. Its energy above the lowest of the compared OMol25 structures with the same formula, charge and spin is 3.577 eV.

The geometry in ORCA input format:
```
! wB97M-V def2-TZVPD RIJCOSX def2/J DEFGRID3
* xyz 1 1
C -1.71 -0.93 0.62
C -1.74 1.22 -0.13
C -0.70 -1.33 -0.47
C 0.40 0.11 -0.57
C 1.23 0.11 0.68
N -2.14 0.26 0.62
N -0.48 1.26 -0.60
H -2.12 -1.55 1.42
H -2.47 1.91 -0.19
H 0.08 -2.13 -0.21
H -1.04 -1.51 -1.43
H 1.02 0.14 -1.51
H 1.14 -0.88 1.16
H 0.72 0.74 1.42
H 2.34 0.23 0.60
H -0.18 2.00 -1.18
*
```

Formula: C22H28F5NO20
Source: the OMol25 dataset
Level of theory: the ωB97M-V functional and the def2-TZVPD basis

As for the maximum force: 4.70 eV/A. As for the SMILES: CCCNOC(=O)OCCOC=O.O=C1OC[C@@H](F)O1.O=C1OC[C@@H](F)O1.O=C1OC[C@@H](F)O1.O=C1OC[C@@H](F)O1.O=C1OC[C@@H](F)O1. The LUMO energy is 0.03 eV.

The geometry in ORCA input format:
```
! wB97M-V def2-TZVPD RIJCOSX def2/J DEFGRID3
* xyz 0 1
C -2.29 -0.94 1.01
C -2.36 -2.11 2.11
C -2.23 -3.53 1.33
N -1.41 -4.50 2.15
O -0.28 -4.86 1.44
C 0.76 -3.87 1.61
O 0.95 -3.39 2.74
O 1.49 -3.58 0.44
C 2.25 -2.36 0.56
C 2.22 -1.68 -0.92
O 0.81 -1.27 -1.11
C 0.70 0.13 -1.24
O -0.44 0.65 -1.29
H -2.45 0.09 1.50
H -3.08 -1.10 0.19
H -1.27 -1.03 0.49
H -3.33 -2.03 2.71
H -1.49 -2.07 2.86
H -1.70 -3.36 0.33
H -3.29 -3.91 1.14
H -2.00 -5.36 2.20
H 1.81 -1.58 1.26
H 3.35 -2.60 0.76
H 2.91 -0.77 -0.92
H 2.45 -2.43 -1.74
H 1.59 0.84 -1.32
C -0.75 3.79 -1.00
C -0.01 4.64 -1.98
O 0.53 5.67 -1.17
C 0.71 5.10 0.05
O 1.40 5.58 0.92
O 0.03 3.93 0.18
F -0.85 5.20 -2.88
H -1.77 4.16 -0.81
H -0.81 2.75 -1.31
H 0.80 4.12 -2.51
C -1.95 6.04 2.36
C -2.77 6.07 3.61
O -4.05 6.45 3.15
C -4.13 5.98 1.87
O -5.15 5.88 1.26
O -2.91 5.64 1.38
F -2.32 7.01 4.47
H -1.55 7.02 2.10
H -1.13 5.33 2.42
H -2.84 5.10 4.13
C 1.38 -3.78 -5.30
C 2.12 -2.93 -6.29
O 2.68 -1.91 -5.48
C 2.86 -2.48 -4.26
O 3.55 -2.01 -3.40
O 2.17 -3.64 -4.13
F 1.28 -2.37 -7.18
H 0.37 -3.41 -5.11
H 1.32 -4.82 -5.62
H 2.93 -3.46 -6.82
C 4.19 6.42 -0.15
C 4.93 7.27 -1.13
O 5.47 8.29 -0.32
C 5.65 7.73 0.91
O 6.33 8.20 1.77
O 4.97 6.56 1.03
F 4.09 7.83 -2.03
H 3.17 6.78 0.04
H 4.13 5.37 -0.47
H 5.74 6.75 -1.66
C -3.27 -9.70 1.50
C -2.70 -9.13 2.77
O -3.13 -7.79 2.74
C -4.31 -7.80 2.04
O -5.09 -6.90 2.04
O -4.47 -8.96 1.35
F -1.34 -9.15 2.74
H -2.62 -9.53 0.64
H -3.47 -10.77 1.58
H -3.06 -9.62 3.68
*
```

Formula: C4H5NO
Source: the OMol25 dataset
Level of theory: the ωB97M-V functional and the def2-TZVPD basis

As for the maximum force: 0.99 eV/A. The LUMO energy (spin up / spin down) is 0.37 / 0.37 eV. Its energy above the lowest of the compared OMol25 structures with the same formula, charge and spin is 2.425 eV.

The geometry in ORCA input format:
```
! wB97M-V def2-TZVPD RIJCOSX def2/J DEFGRID3
* xyz 0 1
C 2.08 0.25 0.26
C 0.74 0.66 -0.20
N -0.38 0.81 0.13
C -1.65 0.43 0.12
C -1.83 -0.87 -0.45
O -0.91 -1.56 -0.88
H 2.11 0.08 1.34
H 2.82 1.00 -0.02
H 2.33 -0.68 -0.26
H -2.43 1.09 0.46
H -2.88 -1.21 -0.51
*
```